DFT (ωB97M-V/def2-TZVPD) results for one molecule with the formula C5H9NO.

XYZ file:
```
16
Properties=species:S:1:pos:R:3
C -1.49 1.16 1.25
C -1.51 -0.23 0.65
O -2.46 -0.97 0.75
C -0.29 -0.70 -0.09
C 1.05 -0.70 0.58
N 0.74 0.26 -0.45
C 1.39 0.04 -1.73
H -2.30 1.24 1.98
H -0.53 1.41 1.70
H -1.66 1.89 0.45
H -0.49 -1.53 -0.77
H 1.71 -1.53 0.33
H 1.16 -0.31 1.59
H 2.32 0.61 -1.76
H 0.74 0.40 -2.54
H 1.62 -1.02 -1.92
```

Calculated values
ΔE to the lowest compared entry with this formula, charge and spin (kcal/mol): 44.89
Max |F| (eV Å⁻¹): 0.26
SMILES string: CC(=O)[C@@H]1CN1C
E_HOMO (eV): -9.392
Orbital gap (eV): 10.33